# 1
{"formula": "C14H17N2O2P", "method": "ωB97M-V with the def2-TZVPD basis set", "symbols": ["C", "H", "H", "H", "C", "C", "C", "C", "C", "C", "C", "H", "H", "O", "P", "O", "N", "C", "C", "C", "C", "N", "C", "H", "H", "H", "H", "H", "C", "H", "H", "H", "H", "H", "H", "H"], "positions_angstrom": [[-5.590, -1.418, 0.975], [-6.570, -1.515, 0.927], [-5.075, -2.234, 0.420], [-5.205, -1.367, 1.878], [-5.207, -0.372, -0.086], [-3.791, -0.164, 0.063], [-3.131, 0.482, 1.166], [-1.682, 0.705, 0.859], [-1.011, 0.094, -0.136], [-1.595, -0.664, -1.048], [-3.072, -0.494, -0.984], [-3.640, -1.136, -1.882], [-1.050, -1.273, -1.943], [0.448, 0.173, -0.032], [1.231, 1.454, -0.373], [0.477, 2.632, 0.359], [2.665, 1.026, 0.702], [3.575, 0.180, 0.552], [4.983, 0.498, 0.969], [5.800, -0.545, 0.943], [5.440, -1.702, -0.030], [4.165, -1.766, -0.308], [3.367, -0.818, -0.204], [2.331, -1.071, -0.505], [6.194, -2.318, -0.380], [6.902, -0.476, 1.237], [5.116, 1.086, 1.617], [2.903, 2.135, 1.208], [1.628, 1.465, -1.907], [0.825, 1.503, -2.532], [2.290, 2.517, -2.249], [2.257, 0.606, -2.430], [-1.088, 1.261, 1.764], [-3.609, 0.969, 1.772], [-5.667, -0.357, -0.940], [-5.616, 0.905, 0.558]], "orbital_gap_ev": 8.3, "relative_energy_kcal_mol": 294.9}



# 2
{"formula": "C14H17N3Sn", "method": "ωB97M-V with the def2-TZVPD basis set", "symbols": ["C", "C", "H", "H", "H", "H", "H", "H", "C", "C", "C", "C", "H", "H", "H", "H", "N", "C", "C", "N", "C", "C", "C", "H", "H", "C", "H", "H", "Sn", "C", "H", "H", "H", "N", "C"], "positions_angstrom": [[-0.028, 1.555, 1.746], [-0.325, -1.453, 1.827], [0.757, 2.327, 1.562], [-0.672, 1.999, 2.450], [-0.858, 1.778, 1.010], [0.308, -1.998, 1.139], [0.134, -1.763, 2.752], [-1.343, -1.875, 1.692], [0.531, 2.715, -1.632], [0.865, 3.533, -2.725], [1.096, 2.894, -3.956], [0.971, 1.499, -4.146], [0.310, 3.114, -0.623], [0.951, 4.629, -2.566], [1.381, 3.489, -4.834], [1.151, 0.932, -5.087], [0.514, 1.345, -1.798], [0.640, 0.734, -3.030], [0.504, -0.794, -3.056], [0.364, -1.418, -1.832], [0.091, -2.766, -1.700], [0.479, -2.967, -4.050], [0.199, -3.592, -2.827], [-0.166, -3.141, -0.686], [0.086, -4.698, -2.686], [0.612, -1.567, -4.211], [0.826, -1.011, -5.153], [0.596, -3.577, -4.955], [-0.238, -0.022, -0.170], [-2.386, 0.051, -0.317], [-2.598, -1.016, -0.375], [-2.577, 0.639, -1.214], [-2.609, 0.524, 0.651], [0.416, -0.283, 3.751], [0.020, 0.187, 2.687]], "orbital_gap_ev": [4.1, 4.1], "relative_energy_kcal_mol": 2.8}



# 3
{"formula": "C14H17NO3SZr", "method": "ωB97M-V with the def2-TZVPD basis set", "symbols": ["C", "C", "C", "C", "C", "Zr", "N", "C", "C", "H", "H", "H", "H", "H", "H", "H", "H", "H", "H", "C", "C", "C", "C", "C", "C", "C", "S", "O", "O", "O", "H", "H", "H", "H", "H", "H", "H"], "positions_angstrom": [[-0.420, 1.069, -1.673], [0.981, 1.066, -1.355], [1.139, 1.702, -0.074], [-0.155, 2.071, 0.397], [-1.110, 1.686, -0.585], [-0.163, -0.559, 0.206], [-2.307, -0.961, -0.242], [0.280, -2.097, -1.015], [1.604, -1.755, -0.690], [2.091, 1.992, 0.379], [1.801, 0.779, -2.032], [-0.350, 2.661, 1.286], [-2.171, 1.910, -0.552], [-0.861, 0.746, -2.626], [2.192, -1.369, -1.581], [-0.215, -2.939, -0.437], [-2.860, -1.834, -0.680], [2.104, -2.501, 0.012], [-0.180, -1.769, -1.997], [0.381, 1.168, 8.654], [0.389, 0.675, 7.233], [0.517, -0.701, 7.001], [0.442, -1.207, 5.705], [0.226, -0.329, 4.626], [0.166, 1.047, 4.849], [0.252, 1.538, 6.144], [-0.190, -1.046, 3.050], [1.023, -1.169, 2.129], [-0.802, -2.334, 3.410], [-1.087, -0.066, 2.350], [-0.506, 0.805, 9.197], [1.262, 0.808, 9.206], [0.373, 2.262, 8.686], [0.656, -1.387, 7.846], [0.528, -2.283, 5.535], [0.045, 1.710, 4.006], [0.189, 2.603, 6.333]], "orbital_gap_ev": [5.2, 5.2]}



# 4
{"formula": "C14H18AlOS4", "method": "ωB97M-V with the def2-TZVPD basis set", "symbols": ["Al", "C", "C", "S", "C", "C", "S", "H", "H", "H", "H", "H", "H", "S", "C", "C", "C", "C", "C", "C", "S", "H", "H", "H", "H", "C", "C", "C", "O", "C", "H", "H", "H", "H", "H", "H", "H", "H"], "positions_angstrom": [[-0.736, -0.992, -1.057], [-2.340, 2.738, -1.908], [-2.288, 1.237, -1.801], [-1.404, 0.297, -2.937], [-3.182, 0.557, -0.929], [-4.056, 1.514, -0.211], [-3.072, -1.121, -0.695], [-1.424, 3.163, -2.435], [-2.416, 3.239, -0.909], [-3.224, 3.092, -2.477], [-4.713, 2.094, -0.895], [-3.434, 2.241, 0.338], [-4.626, 1.024, 0.562], [-0.479, -2.840, 0.261], [1.266, -2.884, 0.253], [1.937, -3.608, 1.269], [3.303, -3.756, 1.206], [4.024, -3.208, 0.103], [3.418, -2.528, -0.939], [1.990, -2.323, -0.906], [1.254, -1.409, -2.190], [1.244, -3.873, 2.044], [3.789, -4.329, 1.975], [5.139, -3.262, 0.093], [3.984, -2.105, -1.767], [1.467, 1.668, 1.115], [0.194, 1.732, 1.919], [-0.564, 0.495, 1.547], [-0.208, 0.460, 0.102], [0.889, 1.374, -0.194], [2.111, 0.882, 1.542], [2.137, 2.542, 1.111], [-0.494, 2.591, 1.719], [0.415, 1.839, 2.975], [-1.653, 0.620, 1.565], [-0.244, -0.415, 2.077], [0.417, 2.328, -0.597], [1.575, 0.926, -0.930]], "orbital_gap_ev": 5.9, "charge": -1}



# 5
{"formula": "C14H18BNO4S", "method": "ωB97M-V with the def2-TZVPD basis set", "symbols": ["C", "C", "C", "S", "C", "O", "N", "C", "C", "C", "C", "O", "C", "C", "C", "C", "C", "C", "B", "O", "O", "H", "H", "H", "H", "H", "H", "H", "H", "H", "H", "H", "H", "H", "H", "H", "H", "H", "H"], "positions_angstrom": [[1.734, -4.114, 0.369], [1.233, -3.193, 1.486], [0.054, -3.857, 2.241], [-1.394, -4.327, 1.310], [0.817, -1.808, 1.046], [-0.083, -1.698, 0.232], [1.449, -0.699, 1.571], [1.026, 0.663, 1.168], [-0.488, 0.835, 1.189], [-0.917, 2.077, 0.457], [-0.992, 3.354, 1.000], [-1.382, 4.261, 0.043], [-1.571, 3.567, -1.121], [-1.920, 4.018, -2.412], [-2.062, 3.110, -3.421], [-1.856, 1.766, -3.178], [-1.444, 1.256, -1.971], [-1.264, 2.196, -0.906], [1.706, 0.994, -0.275], [2.587, 2.069, -0.394], [1.440, 0.233, -1.400], [1.008, -4.297, -0.411], [1.961, -5.092, 0.797], [2.636, -3.725, -0.108], [2.080, -3.080, 2.186], [0.361, -4.785, 2.723], [-0.271, -3.241, 3.083], [-1.476, -3.096, 0.730], [2.150, -0.790, 2.322], [1.504, 1.426, 1.780], [-0.906, 0.835, 2.224], [-0.963, -0.013, 0.699], [-0.743, 3.608, 2.028], [-2.237, 5.028, -2.535], [-2.330, 3.456, -4.414], [-2.059, 1.084, -3.986], [-1.192, 0.236, -1.838], [2.922, 2.228, -1.291], [0.883, -0.489, -1.021]], "smiles": "C[C@H](CS)C(=O)N[C@H](Cc1coc2ccccc12)B(O)O", "orbital_gap_ev": 8.6}



# 6
{"formula": "C14H18BiF6IN2O5S2SbSe4", "method": "ωB97M-V with the def2-TZVPD basis set", "symbols": ["Bi", "C", "C", "C", "C", "C", "C", "C", "C", "C", "C", "H", "H", "H", "H", "H", "H", "H", "H", "H", "H", "H", "H", "H", "H", "F", "C", "F", "F", "S", "O", "O", "N", "S", "O", "O", "C", "F", "F", "F", "Se", "Sb", "Se", "Se", "Se", "N", "C", "O", "C", "I", "H", "H", "H", "H"], "positions_angstrom": [[-1.165, 0.531, 0.579], [2.851, 1.490, 1.200], [2.462, 2.804, 0.515], [2.240, 3.889, 1.564], [1.274, 2.614, -0.413], [1.390, 1.786, -1.531], [0.329, 1.601, -2.402], [-0.893, 2.244, -2.203], [-2.049, 2.001, -3.133], [-1.017, 3.071, -1.089], [0.047, 3.239, -0.199], [3.786, 1.611, 1.750], [2.971, 0.677, 0.483], [2.072, 1.201, 1.910], [3.303, 3.106, -0.121], [1.437, 3.609, 2.250], [1.979, 4.847, 1.111], [3.148, 4.026, 2.154], [2.323, 1.265, -1.714], [0.440, 0.921, -3.239], [-1.845, 2.403, -4.128], [-2.959, 2.465, -2.755], [-2.230, 0.929, -3.241], [-1.953, 3.574, -0.873], [-0.118, 3.870, 0.666], [-0.913, -2.824, -4.445], [-1.120, -3.466, -3.292], [-0.584, -4.683, -3.384], [-2.433, -3.590, -3.106], [-0.344, -2.502, -1.926], [-1.040, -1.246, -1.926], [1.054, -2.521, -2.266], [-0.621, -3.449, -0.701], [-1.408, -3.158, 0.615], [-0.723, -3.714, 1.740], [-1.966, -1.821, 0.754], [-2.930, -4.180, 0.435], [-3.668, -3.738, -0.579], [-3.647, -4.115, 1.552], [-2.604, -5.454, 0.205], [-4.126, 1.938, 4.999], [-2.820, 2.494, 3.101], [-0.629, 1.063, 3.068], [-3.657, 1.269, 0.986], [-2.237, 4.739, 2.512], [2.502, -2.718, 0.361], [1.735, -1.971, 1.151], [0.900, -1.197, 0.690], [1.826, -2.059, 2.656], [3.465, -3.140, 3.482], [2.268, -2.714, -0.627], [3.113, -3.418, 0.741], [0.917, -2.545, 3.004], [1.868, -1.052, 3.059]], "orbital_gap_ev": 6.8, "charge": -1, "relative_energy_kcal_mol": 0.0}



# 7
{"formula": "C14H18Cl2IrN2", "method": "ωB97M-V with the def2-TZVPD basis set", "symbols": ["Ir", "Cl", "Cl", "C", "H", "H", "C", "C", "H", "C", "H", "C", "H", "H", "C", "H", "H", "C", "H", "H", "H", "H", "N", "C", "N", "C", "C", "C", "C", "C", "C", "H", "H", "H", "H", "H", "H"], "positions_angstrom": [[-0.412, 1.462, 0.028], [1.568, 1.572, -1.191], [-2.149, 1.271, 1.530], [0.075, 3.009, 1.005], [-0.616, 3.488, 1.754], [0.973, 3.627, 0.737], [-1.326, -0.688, -1.759], [-1.359, 0.657, -1.558], [-1.810, -1.302, -0.993], [-1.147, 1.694, -2.691], [-2.235, 0.994, -0.922], [-0.808, 1.029, -4.019], [-2.074, 2.274, -2.792], [-0.412, 2.464, -2.414], [0.001, -0.260, -3.856], [-1.738, 0.885, -4.592], [-0.206, 1.701, -4.630], [-0.754, -1.285, -2.968], [0.237, -0.696, -4.836], [0.960, 0.007, -3.381], [-1.594, -1.737, -3.509], [-0.086, -2.143, -2.794], [2.607, -0.077, 2.574], [2.030, 0.738, 1.660], [0.798, 0.333, 1.389], [0.513, -0.802, 2.176], [-0.626, -1.600, 2.369], [-0.605, -2.519, 3.431], [0.537, -2.681, 4.238], [1.710, -1.946, 3.990], [1.661, -1.025, 2.959], [3.564, 0.009, 2.902], [2.519, 1.569, 1.175], [-1.478, -1.464, 1.710], [-1.479, -3.135, 3.645], [0.520, -3.380, 5.079], [2.640, -2.045, 4.555]], "spin_multiplicity": 6, "orbital_gap_ev": [5.9, 6.6], "s_squared": 8.7853}



# 8
{"formula": "C14H18N2O5", "method": "ωB97M-V with the def2-TZVPD basis set", "symbols": ["N", "C", "C", "C", "C", "O", "O", "C", "O", "N", "C", "C", "C", "C", "C", "C", "C", "C", "C", "O", "O", "H", "H", "H", "H", "H", "H", "H", "H", "H", "H", "H", "H", "H", "H", "H", "H", "H", "H"], "positions_angstrom": [[2.758, -1.920, -0.894], [2.383, -1.066, 0.213], [2.179, 0.391, -0.332], [1.279, 0.305, -1.661], [1.529, 1.392, -2.635], [1.792, 2.460, -2.096], [1.413, 1.166, -4.017], [0.987, -1.484, 0.849], [0.163, -2.255, 0.271], [0.545, -0.775, 2.007], [-0.756, -0.746, 2.515], [-1.780, 0.377, 2.091], [-1.705, 0.751, 0.745], [-1.378, 2.118, 0.472], [-1.291, 2.537, -0.797], [-1.721, 1.639, -1.888], [-2.128, 0.329, -1.553], [-2.221, -0.108, -0.332], [-1.381, -2.124, 2.485], [-2.389, -2.325, 1.843], [-0.869, -2.849, 3.407], [1.989, -2.545, -1.174], [3.005, -1.444, -1.714], [3.055, -1.046, 1.002], [3.274, 0.724, -0.591], [1.973, 1.130, 0.519], [1.429, -0.664, -2.243], [0.197, 0.280, -1.362], [1.674, 2.025, -4.419], [1.214, -0.104, 2.433], [-0.686, -0.569, 3.625], [-2.760, -0.084, 2.400], [-1.785, 1.243, 2.775], [-1.135, 2.884, 1.256], [-1.091, 3.543, -1.165], [-1.535, 1.752, -2.939], [-2.493, -0.100, -2.410], [-2.283, -1.168, -0.207], [-1.453, -3.670, 3.523]], "smiles": "N[C@@H](CCC(=O)O)C(=O)N[C@@H](Cc1ccccc1)C(=O)O", "orbital_gap_ev": 8.9, "relative_energy_kcal_mol": 91.3}



# 9
{"formula": "C14H18N2O6SSeW", "method": "ωB97M-V with the def2-TZVPD basis set", "symbols": ["W", "O", "C", "C", "C", "C", "N", "C", "C", "C", "C", "C", "C", "O", "C", "C", "N", "H", "H", "H", "H", "H", "H", "H", "H", "H", "H", "H", "H", "C", "S", "C", "H", "H", "H", "H", "H", "H", "O", "Se", "O", "O", "O"], "positions_angstrom": [[0.092, -1.139, -1.509], [-2.027, 0.857, 4.646], [-1.946, -0.499, 4.397], [-1.430, -0.730, 3.040], [-1.251, -2.031, 2.516], [-0.794, -2.198, 1.250], [-0.438, -1.137, 0.428], [-0.635, 0.177, 0.948], [-1.104, 0.375, 2.203], [-0.319, 1.271, 0.014], [-0.412, 2.605, 0.259], [-0.082, 3.535, -0.762], [-0.217, 4.982, -0.502], [-0.674, 5.180, 0.787], [0.369, 3.050, -2.014], [0.473, 1.714, -2.217], [0.143, 0.806, -1.212], [-2.381, 1.043, 5.527], [-2.916, -1.031, 4.475], [-1.283, -1.047, 5.097], [-1.486, -2.908, 3.109], [-0.671, -3.184, 0.826], [-1.255, 1.371, 2.600], [-0.745, 3.001, 1.209], [-0.887, 5.392, -1.284], [0.766, 5.448, -0.708], [-0.778, 6.119, 0.994], [0.632, 3.734, -2.813], [0.810, 1.301, -3.162], [3.489, -2.137, -0.372], [2.288, -1.947, -1.729], [2.577, -3.314, -2.909], [3.308, -3.107, 0.093], [3.352, -1.313, 0.326], [4.474, -2.083, -0.840], [3.662, -3.363, -3.018], [2.103, -3.052, -3.853], [2.170, -4.224, -2.467], [-1.955, -0.989, -2.080], [-1.667, -2.474, -2.799], [-2.489, -3.309, -3.799], [-0.012, -1.709, -3.265], [-0.851, -3.037, -1.430]], "orbital_gap_ev": 4.6, "charge": 4, "relative_energy_kcal_mol": 0.0}



# 10
{"formula": "C14H18N3O7Zr", "method": "ωB97M-V with the def2-TZVPD basis set", "symbols": ["Zr", "O", "C", "C", "N", "C", "C", "O", "O", "C", "C", "O", "O", "H", "H", "H", "H", "H", "H", "H", "H", "H", "C", "C", "O", "H", "H", "H", "N", "C", "O", "C", "C", "C", "N", "C", "C", "H", "H", "H", "H", "H", "H"], "positions_angstrom": [[-0.668, 1.334, 0.064], [-0.467, 3.670, -0.020], [0.817, 4.170, -0.459], [1.893, 3.425, 0.285], [1.762, 1.962, 0.084], [2.347, 1.237, 1.225], [1.323, 0.932, 2.321], [1.633, 0.436, 3.360], [0.049, 1.177, 1.951], [2.249, 1.537, -1.254], [1.120, 0.823, -1.995], [1.237, -0.243, -2.520], [-0.052, 1.504, -1.871], [-0.777, 4.140, 0.765], [0.843, 3.992, -1.531], [0.866, 5.243, -0.286], [2.888, 3.757, -0.027], [1.800, 3.622, 1.354], [2.747, 0.281, 0.881], [3.180, 1.786, 1.667], [2.539, 2.412, -1.837], [3.103, 0.868, -1.180], [-4.318, 0.790, -0.162], [-2.896, 1.136, -0.022], [-2.525, 2.154, 0.611], [-4.992, 1.572, 0.183], [-4.472, -0.123, 0.425], [-4.526, 0.507, -1.195], [0.314, -6.057, 0.236], [-0.685, -5.334, -0.317], [-1.673, -5.819, -0.823], [-0.599, -3.827, -0.164], [-1.442, -3.066, -0.961], [-1.416, -1.695, -0.841], [-0.611, -1.049, 0.020], [0.198, -1.791, 0.790], [0.233, -3.170, 0.729], [0.265, -7.058, 0.149], [1.168, -5.641, 0.556], [-2.109, -3.551, -1.659], [-2.049, -1.073, -1.457], [0.815, -1.277, 1.513], [0.889, -3.694, 1.411]], "orbital_gap_ev": 9.2, "charge": 1}



# 11
{"formula": "C14H19BClF10LiNO6Sb", "method": "ωB97M-V with the def2-TZVPD basis set", "symbols": ["C", "O", "B", "O", "Sb", "C", "C", "C", "C", "F", "F", "C", "F", "F", "F", "C", "C", "O", "C", "C", "F", "F", "F", "C", "C", "O", "Cl", "N", "C", "O", "F", "C", "O", "F", "H", "H", "H", "H", "H", "H", "H", "H", "H", "H", "H", "H", "H", "H", "H", "H", "H", "H", "H", "Li"], "positions_angstrom": [[-0.700, 4.050, -2.906], [-0.806, 3.729, -1.527], [-0.032, 2.643, -1.154], [1.294, 2.903, -0.842], [-1.102, 0.639, -0.978], [0.224, 0.048, 0.669], [1.655, -0.266, 0.269], [1.808, -1.672, -0.289], [3.220, -2.191, -0.160], [3.628, -2.801, -1.333], [4.157, -1.269, 0.078], [3.375, -3.319, 0.853], [4.706, -3.676, 0.828], [2.699, -4.389, 0.473], [3.026, -2.986, 2.073], [-2.457, 1.628, 0.515], [-2.564, 0.914, 1.846], [-1.766, 1.565, 2.847], [-1.879, 0.952, 4.091], [-0.555, 0.452, 4.610], [0.205, 1.424, 5.113], [0.163, -0.199, 3.701], [-0.794, -0.413, 5.619], [-2.409, -1.203, -0.749], [-1.765, -2.434, -0.254], [-1.795, -2.795, 0.899], [-0.866, -3.481, -1.403], [0.172, -0.398, -2.484], [1.030, 0.451, -3.133], [2.174, 0.698, -2.875], [0.455, 1.072, -4.199], [-0.523, -1.120, -3.491], [-0.076, -2.100, -4.045], [-1.735, -0.683, -3.832], [0.325, 3.991, -3.248], [-1.261, 3.332, -3.498], [-1.121, 5.023, -3.098], [1.321, 3.612, -0.192], [-2.196, 1.158, -2.239], [-0.141, -0.771, 1.278], [0.259, 0.910, 1.318], [2.093, 0.454, -0.408], [2.258, -0.225, 1.174], [1.168, -2.341, 0.270], [1.567, -1.740, -1.338], [-2.116, 2.631, 0.727], [-3.436, 1.644, 0.061], [-2.314, -0.144, 1.813], [-3.603, 0.964, 2.181], [-2.561, 0.111, 4.096], [-2.250, 1.677, 4.809], [-3.206, -1.018, -0.052], [-2.886, -1.438, -1.693], [5.933, -3.607, -0.791]], "orbital_gap_ev": 4.1, "relative_energy_kcal_mol": 22.6}